(1)
Density functional theory data (ωB97M-V/def2-TZVPD) for a cluster of 11 separate species, C4H29N2O12 in total at a distorted geometry.

Last column: Mulliken charge in e.
CARTESIAN COORDINATES (ANGSTROEM)
O1 0.5748 -2.9142 2.4597  -0.6339
O2 1.4961 2.1356 -2.5560  -0.5427
O3 2.5126 1.5750 2.5620  -0.6044
O4 -0.6514 1.3897 3.0302  -0.7277
O5 -2.2194 -0.6874 1.6482  -0.6177
O6 3.1255 -1.4419 -1.7789  -0.7555
O7 -1.6912 -1.9808 -3.9083  -0.6807
O8 -1.9714 -2.9972 0.3609  -0.6202
O9 2.5221 2.4278 -0.0669  -0.6194
O10 -2.3184 2.1187 1.1194  -1.0351
O11 -0.3194 2.1321 -0.3085  -0.5340
O12 -3.5239 1.5425 -1.6843  -0.6887
N1 -0.2260 -0.7792 -2.1436  -0.4352
N2 1.8834 -0.8833 0.0149  0.0691
C1 2.0190 -1.3570 -1.2430  0.3848
C2 1.1183 -1.5755 2.1921  -0.7762
C3 0.6644 -1.0513 0.7936  1.0631
C4 0.8173 -1.8013 -2.0923  -0.5966
H1 0.1997 0.1390 -2.2036  0.0767
H2 0.3677 -2.6471 -1.5609  0.3896
H3 -1.3616 1.6067 2.3547  0.4872
H4 -2.1391 -0.3428 2.5421  0.2629
H5 3.3641 1.6109 2.1232  0.2575
H6 -2.4200 2.9815 1.5340  0.1403
H7 -0.8177 -0.8114 -1.3236  0.3756
H8 0.1183 -0.1252 0.9395  -0.1877
H9 0.2386 1.4194 2.6736  0.1768
H10 0.0236 -1.8805 0.5190  -0.2320
H11 -0.6504 1.4378 -0.8882  0.0283
H12 -1.5102 -1.9877 -2.9561  0.3707
H13 -2.5681 1.5453 -1.5833  0.2892
H14 2.2404 2.4744 2.7556  0.3011
H15 0.6794 -0.9915 2.9942  0.2812
H16 -1.5491 -1.0727 -4.1742  0.2958
H17 -1.2220 2.4041 0.1658  0.3808
H18 0.8202 -3.4285 1.6836  0.3146
H19 2.1860 -1.7578 2.2752  0.4459
H20 1.7620 1.8721 -0.3080  0.2285
H21 0.8580 2.3893 -3.2317  0.2863
H22 1.5142 2.9249 -2.0096  0.2944
H23 -2.7161 -0.0192 1.1604  0.2612
H24 -1.5209 -3.8028 0.6218  0.2708
H25 -3.8071 1.7176 -0.7754  0.3248
H26 1.2723 -2.1134 -3.0215  0.2571
H27 -2.1088 -2.4072 1.1332  0.3880
H28 2.2833 3.3453 -0.2028  0.3218
H29 2.6510 -0.3327 0.3634  0.2635

Values from the calculation:
energy above the lowest of the compared OMol25 structures with the same formula, charge and spin: 2.4770 eV
M: 297.3 g/mol
DFT total energy: -32170.3677 eV
total charge: -1
lowest unoccupied orbital energy: 2.64 eV
gap between HOMO and LUMO: 8.76 eV

=====

(2)
Density functional theory data (ωB97M-V/def2-TZVPD) for a structure of composition C26H54NO30PS8 at a distorted geometry.

Last column: Mulliken charge in e.
CARTESIAN COORDINATES (ANGSTROEM)
S1 1.5078 -0.5768 -0.5385  1.4904
S2 10.2238 -9.7835 1.2436  1.0979
S3 6.0719 -5.4961 -0.4814  1.1898
S4 -5.2355 -9.4718 1.3950  1.1460
S5 -5.3776 -6.5395 -1.1475  1.2540
S6 -0.7300 12.0876 1.4181  1.2599
S7 -0.0532 8.0909 -0.7293  1.1891
S8 0.0277 -0.1806 2.0304  -0.0870
P1 3.0126 3.4421 -0.4740  0.0234
O1 -1.1198 10.7080 1.3506  -0.5234
O2 11.0781 -10.2950 0.2073  -0.5333
O3 -6.6114 -9.0643 1.4622  -0.5708
O4 8.8045 -9.3654 0.5705  -0.3358
O5 -1.8808 12.9873 0.7061  -0.3427
O6 6.9266 -6.0074 -1.5187  -0.5631
O7 2.1781 -1.4639 0.5434  -0.6708
O8 -4.3662 -7.4161 -0.6144  -0.4411
O9 6.5758 -3.9974 -0.1011  -0.3414
O10 1.4039 -1.3894 -1.8221  -0.6821
O11 0.5509 12.5618 0.9689  -0.6204
O12 2.4845 0.7868 -0.6933  -0.3214
O13 -4.1165 3.9892 -3.2352  -0.5482
O14 10.7277 -8.2845 1.6249  -0.3331
O15 9.9610 -10.4970 2.4615  -0.5436
O16 -3.5055 -4.4628 2.5811  -0.4440
O17 -4.9832 -6.1727 -2.6867  -0.3054
O18 -4.3338 -8.1854 0.9710  -0.1931
O19 0.3770 6.9595 -1.5068  -0.5865
O20 -4.7920 -10.6030 0.6260  -0.5912
O21 0.5079 7.9081 0.7862  -0.3566
O22 -0.9607 12.6129 2.9396  -0.3297
O23 -4.6739 -9.6378 2.9146  -0.3429
O24 -6.6969 -7.4303 -1.4757  -0.3158
O25 -1.4231 8.5127 -0.6592  -0.6092
O26 0.8632 9.3672 -1.1429  -0.3814
O27 -5.7916 -5.3337 -0.4855  -0.6188
O28 4.6526 -5.0790 -1.1531  -0.3234
O29 4.5851 3.0023 0.1233  -0.4461
O30 5.8100 -6.2098 0.7370  -0.5597
N1 2.4241 4.7142 0.6616  -0.6041
C1 -1.6955 4.9268 -3.2142  -0.0815
C2 -0.1917 -0.1146 0.1816  -0.3276
C3 9.9269 -7.3333 0.9247  -0.3272
C4 0.4095 2.1491 -1.1635  -0.0866
C5 -2.6779 13.6212 1.7063  -0.3367
C6 -3.4799 -8.8702 3.0533  -0.4158
C7 1.7124 8.6606 0.9295  -0.4541
C8 -5.7044 -7.0319 -3.5674  -0.3774
C9 -2.5273 -3.4463 2.1518  -0.2704
C10 -2.1891 -3.5650 0.5463  -0.4514
C11 -7.0249 -7.3075 -2.8598  -0.3514
C12 -1.2094 -1.2952 -0.3024  -1.3102
C13 1.7574 2.0235 -0.2875  0.2669
C14 8.5532 -7.9801 0.8090  -0.1066
C15 -0.7793 1.2802 -0.4098  -0.0574
C16 1.5388 9.8650 0.0137  0.4392
C17 -0.7834 -2.7907 0.1523  -0.3569
C18 -1.6754 2.1480 0.6194  -0.4059
C19 -1.7568 13.7966 2.9065  -0.3459
C20 -0.0390 3.6441 -1.5823  -0.7724
C21 5.7741 -3.0467 -0.8013  -0.3282
C22 4.4003 -3.6932 -0.9145  -0.1551
C23 -3.6663 -7.6734 2.1269  -0.2051
C24 -3.2688 5.1307 -2.8840  -0.4835
C25 -1.1030 3.4632 -2.8359  -0.4942
C26 -2.9596 2.9051 -0.0973  -0.5106
H1 -1.0011 2.9551 1.1259  0.1425
H2 -3.4724 5.4471 -1.7741  0.2534
H3 -2.2161 -4.6608 0.1777  0.2470
H4 -5.8444 -6.5571 -4.5400  0.3175
H5 1.4489 4.9591 0.3653  0.2732
H6 -0.3548 -3.4141 -0.7457  0.2883
H7 3.8439 -3.6032 0.0229  0.2002
H8 -1.0878 5.7566 -2.6703  -0.2112
H9 4.5189 2.9114 1.1221  0.3157
H10 6.2201 -2.8915 -1.7887  0.3134
H11 -3.0884 -3.0289 0.0124  0.2145
H12 -2.6370 3.9561 -0.4461  -0.1698
H13 -0.5110 4.2680 -0.7056  0.1334
H14 -1.1646 -1.2844 -1.4770  0.3697
H15 3.8101 -3.2679 -1.7285  0.2610
H16 -2.6390 -9.4919 2.7297  0.3124
H17 -1.5262 -3.5069 2.7316  0.2043
H18 -3.5153 12.9588 1.9450  0.2925
H19 -4.3104 -6.9173 2.5847  0.2155
H20 5.7437 -2.0975 -0.2642  0.3001
H21 -2.1782 1.5142 1.4707  0.4250
H22 2.4950 10.3117 -0.2662  0.3951
H23 7.9638 -7.5538 -0.0053  0.1137
H24 -7.5033 -8.2203 -3.2201  0.3140
H25 7.9956 -7.8916 1.7461  0.3093
H26 -2.3081 13.9165 3.8404  0.3179
H27 -5.1243 -7.9517 -3.6921  0.2700
H28 -1.5776 5.0902 -4.3698  0.3804
H29 0.8009 4.3094 -2.0179  0.6808
H30 -3.0631 14.5745 1.3392  0.3190
H31 -0.4965 3.1037 -3.7743  0.3749
H32 1.8657 8.9484 1.9709  0.4008
H33 2.5450 8.0308 0.6002  0.2935
H34 0.9047 10.6263 0.4781  -0.4671
H35 0.0103 -2.8467 0.9876  0.3783
H36 1.4550 2.0001 0.8475  -0.0013
H37 -1.0866 14.6507 2.7679  0.3034
H38 -1.1452 -0.7125 2.6035  0.1315
H39 -3.6621 6.0340 -3.5251  0.3153
H40 9.8962 -6.3846 1.4630  0.3128
H41 -3.0431 -2.4103 2.2996  0.1423
H42 -1.5013 0.9748 -1.2865  0.4223
H43 10.3736 -7.1769 -0.0622  0.3369
H44 -7.7155 -6.4663 -2.9726  0.2966
H45 -4.2520 -4.0096 3.0502  0.2963
H46 -1.8977 2.6511 -2.6353  0.2013
H47 2.2889 4.2381 1.5856  0.3173
H48 -4.7788 3.8239 -2.5074  0.3236
H49 0.5874 1.5756 -2.1748  0.2627
H50 -3.3319 -8.5731 4.0929  0.3341
H51 -3.4139 2.2395 -0.9314  0.2048
H52 -3.7411 3.0663 0.7561  0.3964
H53 -2.7150 -7.2172 1.8459  0.2389
H54 -2.3081 -1.0091 -0.0398  0.5076

Values from the calculation:
M: 1148.2 g/mol
DFT total energy: -186708.4935 eV
lowest unoccupied orbital energy: -0.15 eV
gap between HOMO and LUMO: 8.99 eV

=====

(3)
Density functional theory data (ωB97M-V/def2-TZVPD) for a cluster of 2 separate species, C3H5N3Se in total at a distorted geometry.

Last column: Mulliken charge in e.
CARTESIAN COORDINATES (ANGSTROEM)
Se1 3.6837 0.2675 -0.0417  -0.2668
N1 -1.4787 -1.7098 0.1028  0.0199
N2 0.4595 -0.8540 -0.2893  -0.2636
N3 -1.6168 -0.3808 0.2407  -0.5443
C1 -0.1555 -1.9867 -0.1954  0.2123
C2 -0.2073 1.5726 0.0807  -1.0047
C3 -0.5117 0.1267 -0.0710  0.4335
H1 0.6551 1.8531 -0.5135  0.2924
H2 -2.3495 -2.2467 0.0597  0.2458
H3 2.5070 -0.6243 -0.2986  0.2815
H4 0.1050 1.9468 1.0867  0.2441
H5 -1.0908 2.0356 -0.1613  0.3500

Values from the calculation:
energy above the lowest of the compared OMol25 structures with the same formula, charge and spin: 3.5284 eV
M: 162.1 g/mol
DFT total energy: -73004.0866 eV
lowest unoccupied orbital energy (alpha / beta): -1.86 / -2.24 eV
gap between HOMO and LUMO (alpha / beta): 6.76 / 6.78 eV

=====

Q: Among the records above, which one has the highest M?
A: C26H54NO30PS8

=====

Q: The highest DFT total energy belongs to which entry?
A: C4H29N2O12

=====

Q: Which formula does entry 1 have?
A: C4H29N2O12

=====

Q: What is the formula in the first record?
A: C4H29N2O12